# 1
{
  "formula": "C6H12",
  "method": "ωB97M-V with the def2-TZVPD basis set",
  "elements": ["C", "C", "C", "C", "C", "C", "H", "H", "H", "H", "H", "H", "H", "H", "H", "H", "H", "H"],
  "positions_angstrom": [[2.241, -0.724, 0.370], [1.403, 0.099, -0.619], [-0.092, 0.258, -0.219], [-0.974, -0.750, -0.270], [-2.366, -0.748, 0.130], [-0.512, 1.695, 0.105], [1.808, -1.760, 0.769], [2.103, -0.320, 1.616], [3.381, -0.677, 0.149], [1.523, -0.453, -1.615], [1.824, 1.135, -0.710], [-0.459, -1.715, -0.828], [-2.628, 0.138, 0.265], [-2.998, -0.986, -0.670], [-2.605, -1.413, 0.725], [-0.088, 2.207, -0.583], [-1.561, 1.814, 0.398], [0.002, 2.201, 0.987]],
  "mulliken_charge": [-0.9496, -0.5846, 0.6290, 0.2477, -1.7954, -1.5314, 0.2883, 0.2175, 0.2924, 0.2928, 0.3100, 0.1456, 0.4656, 0.4274, 0.4901, 0.4466, 0.3236, 0.2845],
  "orbital_gap_ev": 9.8448,
  "relative_energy_ev": 4.448,
  "multiplicity": 1,
  "smiles": "C/C=C(\\C)CC",
  "total_charge": 0
}

---

# 2
{
  "formula": "C6H12",
  "method": "ωB97M-V with the def2-TZVPD basis set",
  "elements": ["C", "C", "C", "C", "C", "C", "H", "H", "H", "H", "H", "H", "H", "H", "H", "H", "H", "H"],
  "positions_angstrom": [[-0.110, 2.212, 0.550], [-0.234, 0.744, 0.923], [-0.647, -1.663, 0.025], [-1.060, -1.280, -1.348], [0.822, -1.569, 0.184], [0.962, -0.021, 0.302], [0.885, 2.590, 0.808], [-0.862, 2.829, 1.049], [-0.238, 2.329, -0.534], [-0.239, 0.599, 2.009], [-1.217, 0.390, 0.595], [-1.377, -2.253, -1.751], [-0.308, -0.854, -2.034], [-1.963, -0.659, -1.351], [1.203, -2.079, 1.075], [1.397, -1.908, -0.695], [1.142, 0.372, -0.706], [1.846, 0.222, 0.900]],
  "mulliken_charge": [-1.3170, -0.1747, -0.3155, -0.8286, -0.5172, -0.8063, 0.3217, 0.3660, 0.3221, 0.3147, 0.3258, 0.3830, 0.2611, 0.3034, 0.3170, 0.2688, 0.3351, 0.4406],
  "orbital_gap_ev": 8.5776,
  "relative_energy_ev": 4.037,
  "multiplicity": 1,
  "total_charge": 0
}

---

# 3
{
  "formula": "C6H12",
  "method": "ωB97M-V with the def2-TZVPD basis set",
  "elements": ["C", "C", "C", "C", "C", "C", "H", "H", "H", "H", "H", "H", "H", "H", "H", "H", "H", "H"],
  "positions_angstrom": [[-1.220, 1.128, 1.145], [0.008, 0.194, 1.269], [0.358, -0.354, -0.117], [-0.377, -1.644, -0.512], [1.628, -0.182, -0.936], [0.501, 0.778, -1.094], [-0.966, 2.074, 0.648], [-1.647, 1.385, 2.119], [-2.011, 0.663, 0.542], [0.836, 0.759, 1.716], [-0.241, -0.632, 1.942], [0.308, -2.504, -0.550], [-0.828, -1.556, -1.506], [-1.171, -1.911, 0.196], [2.587, 0.163, -0.557], [1.703, -0.912, -1.742], [-0.145, 0.817, -1.961], [0.677, 1.734, -0.603]],
  "mulliken_charge": [-1.0080, -0.9951, 1.3145, -1.6055, -0.6785, -0.8535, 0.3073, 0.3521, 0.2827, 0.2749, 0.4195, 0.3641, 0.3201, 0.4217, 0.2683, 0.2651, 0.2624, 0.2879],
  "orbital_gap_ev": 10.6963,
  "relative_energy_ev": 1.443,
  "multiplicity": 1,
  "smiles": "CCC1(C)CC1",
  "total_charge": 0
}

---

# 4
{
  "formula": "C6H12",
  "method": "ωB97M-V with the def2-TZVPD basis set",
  "elements": ["C", "C", "C", "C", "C", "C", "H", "H", "H", "H", "H", "H", "H", "H", "H", "H", "H", "H"],
  "positions_angstrom": [[2.138, 1.068, -0.400], [1.710, -0.169, 0.159], [-0.061, -0.808, -0.644], [-0.909, -1.490, 0.386], [-1.424, -0.257, -0.287], [-1.578, 1.024, 0.507], [2.785, 1.071, -1.268], [0.874, 0.342, -0.684], [1.915, 1.998, 0.108], [1.325, -0.185, 1.178], [2.192, -1.095, -0.148], [0.058, -1.298, -1.612], [-0.601, -1.401, 1.430], [-1.355, -2.451, 0.144], [-2.203, -0.413, -1.033], [-2.530, 1.024, 1.051], [-1.557, 1.909, -0.138], [-0.778, 1.133, 1.249]],
  "mulliken_charge": [-1.0514, -0.1787, -0.5897, -0.7304, 0.3633, -1.3395, 0.2936, 0.3607, 0.2757, 0.2239, 0.2583, 0.3439, 0.2033, 0.2707, 0.3422, 0.3795, 0.3206, 0.2539],
  "orbital_gap_ev": 7.9529,
  "relative_energy_ev": 6.116,
  "multiplicity": 1,
  "total_charge": 0
}

---

# 5
{
  "formula": "C6H12",
  "method": "ωB97M-V with the def2-TZVPD basis set",
  "elements": ["C", "C", "C", "C", "C", "C", "H", "H", "H", "H", "H", "H", "H", "H", "H", "H", "H", "H"],
  "positions_angstrom": [[1.283, 1.781, 0.529], [0.530, 1.149, -0.560], [0.262, -1.430, 0.905], [-0.919, 0.891, -0.358], [-1.183, -0.501, -0.974], [-0.031, -1.441, -0.610], [2.339, 1.490, 0.519], [1.317, 2.824, 0.159], [0.918, 1.791, 1.567], [1.168, -1.994, 1.136], [-0.576, -1.842, 1.480], [0.433, -0.417, 1.267], [-1.315, 0.953, 0.673], [-1.454, 1.652, -0.950], [-1.245, -0.417, -2.064], [-2.141, -0.896, -0.613], [0.852, -1.126, -1.180], [-0.239, -2.467, -0.926]],
  "mulliken_charge": [-1.0701, -0.1879, -0.9382, -0.6177, -0.4669, -0.6736, 0.3130, 0.3840, 0.3834, 0.3065, 0.3032, 0.1707, 0.2844, 0.3861, 0.3083, 0.3268, 0.3919, 0.3959],
  "orbital_gap_ev": 8.3402,
  "relative_energy_ev": 4.033,
  "multiplicity": 1,
  "total_charge": 0
}

---

# 6
{
  "formula": "C6H12",
  "method": "ωB97M-V with the def2-TZVPD basis set",
  "elements": ["C", "C", "C", "C", "C", "C", "H", "H", "H", "H", "H", "H", "H", "H", "H", "H", "H", "H"],
  "positions_angstrom": [[-1.549, -1.152, -1.076], [-1.489, 0.187, -0.255], [-0.119, 0.291, 0.351], [0.016, -0.619, 1.505], [0.953, 0.438, -0.592], [2.254, 0.930, 0.001], [-1.673, -1.920, -0.325], [-2.432, -1.173, -1.705], [-0.525, -1.236, -1.416], [-2.402, 0.031, 0.324], [-1.689, 1.075, -0.860], [-0.781, -0.974, 2.164], [0.999, -0.896, 1.862], [0.567, 0.994, -1.456], [-0.105, 0.681, 1.580], [2.965, 0.091, 0.124], [2.700, 1.789, -0.489], [2.148, 1.220, 1.077]],
  "mulliken_charge": [-1.0607, -1.0434, 0.9273, -1.0600, -0.5633, -1.1590, 0.2904, 0.3687, 0.3924, 0.3643, 0.3926, 0.3557, 0.2956, 0.2894, 0.2934, 0.2671, 0.3558, 0.2936],
  "orbital_gap_ev": 7.8725,
  "relative_energy_ev": 5.116,
  "multiplicity": 1,
  "total_charge": 0
}

---

# 7
{
  "formula": "C6H12",
  "method": "ωB97M-V with the def2-TZVPD basis set",
  "elements": ["C", "C", "C", "C", "C", "C", "H", "H", "H", "H", "H", "H", "H", "H", "H", "H", "H", "H"],
  "positions_angstrom": [[1.111, 1.832, 0.428], [-0.113, 1.131, 1.060], [-0.279, -0.268, 0.509], [-1.243, -0.397, -0.416], [-1.227, -1.249, -1.642], [0.905, -1.209, 0.567], [0.931, 2.885, 0.641], [1.040, 1.782, -0.640], [2.082, 1.491, 0.766], [0.066, 1.141, 2.141], [-0.976, 1.744, 0.812], [-2.166, 0.116, -0.148], [-1.537, -0.797, -2.579], [-0.240, -1.699, -1.780], [-1.842, -2.145, -1.464], [1.261, -1.274, 1.595], [1.733, -0.922, -0.084], [0.494, -2.161, 0.235]],
  "mulliken_charge": [-1.2192, -0.5981, 0.7751, -0.3478, -1.2870, -1.4897, 0.3662, 0.3354, 0.3286, 0.3286, 0.3816, 0.3523, 0.3470, 0.3121, 0.3013, 0.3813, 0.2859, 0.4461],
  "orbital_gap_ev": 9.5132,
  "relative_energy_ev": 1.521,
  "multiplicity": 1,
  "smiles": "C/C=C(\\C)CC",
  "total_charge": 0
}

---

# 8
{
  "formula": "C6H12",
  "method": "ωB97M-V with the def2-TZVPD basis set",
  "elements": ["C", "C", "C", "C", "C", "C", "H", "H", "H", "H", "H", "H", "H", "H", "H", "H", "H", "H"],
  "positions_angstrom": [[-1.834, 0.527, 0.756], [-1.339, -0.908, 0.555], [0.188, -1.058, 0.432], [0.842, -0.346, -0.739], [2.142, 0.393, -0.601], [0.888, 1.155, -0.908], [-1.377, 1.209, 0.034], [-1.594, 0.899, 1.759], [-2.919, 0.596, 0.625], [-1.672, -1.528, 1.401], [-1.811, -1.330, -0.343], [0.414, -2.129, 0.332], [0.666, -0.741, 1.368], [0.737, -0.881, -1.682], [2.537, 0.523, 0.404], [2.901, 0.282, -1.368], [0.726, 1.553, -1.910], [0.503, 1.785, -0.113]],
  "mulliken_charge": [-1.1015, -0.3436, -0.9202, 0.1834, -0.7218, -0.6106, 0.2741, 0.2908, 0.3364, 0.3062, 0.3128, 0.2917, 0.3118, 0.3759, 0.2326, 0.2753, 0.1987, 0.3080],
  "orbital_gap_ev": 11.4095,
  "relative_energy_ev": 1.172,
  "multiplicity": 1,
  "smiles": "CCCC1CC1",
  "total_charge": 0
}

---

# 9
{
  "formula": "C6H12AsCl12F6NiO4PY",
  "method": "ωB97M-V with the def2-TZVPD basis set",
  "elements": ["Y", "Ni", "P", "O", "O", "O", "O", "As", "F", "F", "F", "F", "F", "F", "C", "Cl", "Cl", "H", "H", "C", "Cl", "Cl", "H", "H", "C", "Cl", "Cl", "H", "H", "C", "Cl", "Cl", "H", "H", "C", "Cl", "Cl", "H", "H", "C", "Cl", "Cl", "H", "H"],
  "positions_angstrom": [[9.676, 15.937, -2.158], [11.926, 17.369, -4.733], [11.988, 17.252, -2.435], [11.604, 16.438, -1.192], [11.428, 16.125, -3.390], [13.209, 17.302, -3.361], [10.693, 17.769, -3.098], [8.328, 17.204, -5.707], [8.481, 16.561, -3.999], [8.452, 15.488, -6.325], [8.192, 17.802, -7.417], [8.267, 18.907, -5.090], [10.099, 17.326, -5.791], [6.525, 17.031, -5.591], [14.789, 19.476, -1.745], [13.644, 20.483, -2.747], [14.521, 19.677, 0.025], [14.747, 18.419, -2.008], [15.791, 19.843, -1.968], [12.801, 13.429, -1.840], [12.992, 12.029, -2.899], [11.197, 13.504, -1.116], [13.590, 13.458, -1.088], [12.921, 14.264, -2.529], [10.262, 20.887, -4.466], [11.372, 19.990, -5.535], [10.822, 22.509, -4.390], [9.322, 20.921, -5.015], [10.297, 20.428, -3.478], [13.771, 16.392, 1.238], [14.987, 15.635, 0.169], [14.381, 16.993, 2.775], [13.293, 17.196, 0.678], [13.041, 15.611, 1.451], [16.268, 15.731, -3.210], [16.999, 16.762, -4.409], [15.489, 14.270, -3.900], [16.982, 15.401, -2.456], [15.519, 16.358, -2.727], [10.958, 13.595, -5.867], [11.993, 15.027, -6.192], [10.010, 13.710, -4.335], [10.313, 13.494, -6.741], [11.537, 12.673, -5.816]],
  "mulliken_spin": [0.0098, 1.6737, -0.0262, 0.0054, 0.1394, 0.0658, 0.0977, 0.0017, 0.0000, 0.0010, 0.0013, 0.0009, 0.0024, -0.0001, 0.0029, -0.0003, -0.0001, 0.0006, 0.0000, 0.0007, 0.0001, -0.0001, 0.0000, 0.0012, -0.0004, 0.0088, 0.0008, -0.0001, 0.0011, -0.0003, 0.0001, 0.0000, -0.0001, 0.0001, -0.0003, 0.0000, -0.0001, 0.0000, 0.0008, 0.0008, 0.0098, 0.0001, 0.0003, 0.0004],
  "orbital_gap_ev": [7.4049, 7.2217],
  "relative_energy_ev": 1.592,
  "multiplicity": 3,
  "total_charge": 1,
  "s_squared": 2.006
}

---

# 10
{
  "formula": "C6H12AsClF12N2O5S2Ti",
  "method": "ωB97M-V with the def2-TZVPD basis set",
  "elements": ["Ti", "Cl", "C", "F", "F", "F", "S", "O", "O", "N", "S", "O", "O", "C", "F", "F", "F", "C", "C", "C", "O", "C", "N", "H", "H", "H", "H", "H", "H", "H", "H", "H", "H", "H", "H", "As", "F", "F", "F", "F", "F", "F"],
  "positions_angstrom": [[-11.902, 1.237, -12.664], [-13.741, 2.012, -14.643], [-8.685, 2.938, -13.803], [-9.872, 3.513, -13.924], [-7.935, 3.387, -14.799], [-8.225, 3.220, -12.593], [-8.929, 1.040, -13.891], [-9.950, 0.860, -14.919], [-7.645, 0.450, -14.151], [-9.734, 0.743, -12.357], [-8.725, -0.254, -11.542], [-8.235, -1.463, -12.197], [-7.762, 0.574, -10.852], [-9.894, -0.898, -10.195], [-10.067, 0.049, -9.269], [-11.119, -1.163, -10.674], [-9.312, -1.962, -9.656], [-16.183, -0.102, -11.515], [-14.922, -0.092, -12.350], [-13.933, -1.206, -11.996], [-12.871, -1.202, -12.931], [-12.292, -2.467, -13.198], [-15.344, -0.295, -13.783], [-16.083, 0.377, -13.991], [-14.573, -0.086, -14.441], [-15.713, -1.238, -13.883], [-15.849, 0.058, -10.486], [-16.756, -1.031, -11.459], [-16.832, 0.728, -11.794], [-14.442, 0.885, -12.273], [-14.356, -2.215, -11.981], [-13.517, -0.886, -11.038], [-12.805, -2.976, -14.015], [-11.999, -3.096, -12.354], [-11.281, -2.311, -13.593], [-13.489, 2.439, -9.362], [-13.333, 4.157, -9.148], [-14.590, 2.278, -8.003], [-13.614, 0.735, -9.746], [-12.340, 2.505, -10.714], [-12.113, 2.208, -8.299], [-14.894, 2.643, -10.428]],
  "mulliken_spin": [2.7295, 0.0192, -0.0081, 0.0122, -0.0001, 0.0015, 0.0269, 0.0139, 0.0019, 0.0829, 0.0300, 0.0045, 0.0000, 0.0141, 0.0019, -0.0287, -0.0032, 0.0129, 0.0814, -0.0221, -0.0154, 0.0209, 0.0059, 0.0012, 0.0020, -0.0043, 0.0005, -0.0041, 0.0002, 0.0073, 0.0025, 0.0074, 0.0016, -0.0018, -0.0018, 0.0035, -0.0003, -0.0007, -0.0078, 0.0103, -0.0012, 0.0036],
  "orbital_gap_ev": [3.9019, 8.7094],
  "relative_energy_ev": 0.000,
  "multiplicity": 4,
  "total_charge": -1,
  "s_squared": 3.752
}

---

# 11
{
  "formula": "C6H12AuN2PS",
  "method": "ωB97M-V with the def2-TZVPD basis set",
  "elements": ["C", "C", "C", "C", "C", "Au", "P", "H", "H", "H", "H", "H", "H", "H", "H", "N", "C", "N", "S", "H", "H", "H", "H"],
  "positions_angstrom": [[0.055, 2.100, -1.059], [-1.189, 2.537, -1.374], [-2.385, 1.795, -1.479], [-2.438, 0.392, -1.428], [-1.496, -0.511, -1.021], [-0.524, 0.687, 0.122], [1.341, 1.223, 1.466], [0.990, 2.675, -1.133], [-1.314, 3.546, -1.731], [-3.304, 2.327, -1.831], [-1.579, -1.594, -1.030], [-3.339, -0.020, -1.849], [1.197, 0.662, 2.800], [1.607, 2.640, 1.516], [2.343, 0.550, 0.659], [0.892, -2.953, -0.056], [0.889, -2.136, 1.030], [2.085, -1.989, 1.647], [-0.511, -1.280, 1.590], [1.583, -3.705, -0.109], [0.024, -3.083, -0.558], [2.163, -1.325, 2.398], [2.908, -2.540, 1.429]],
  "mulliken_spin": [0.5449, -0.1942, 0.5080, -0.2003, 0.4893, 0.1972, 0.0552, 0.0229, 0.0064, 0.0255, 0.0295, -0.0002, 0.0161, -0.0038, 0.0065, 0.0713, 0.4052, 0.0851, -0.0720, 0.0110, -0.0005, -0.0032, -0.0001],
  "orbital_gap_ev": [5.1932, 7.6937],
  "relative_energy_ev": 2.033,
  "multiplicity": 3,
  "total_charge": 0,
  "s_squared": 2.074
}

---

# 12
{
  "formula": "C6H12B2NO6Sr",
  "method": "ωB97M-V with the def2-TZVPD basis set",
  "elements": ["C", "C", "O", "O", "C", "O", "C", "B", "O", "C", "C", "B", "N", "O", "O", "H", "H", "H", "H", "H", "H", "H", "H", "H", "H", "H", "H", "Sr"],
  "positions_angstrom": [[-3.459, 0.571, 2.737], [-2.677, -0.395, 1.922], [-2.158, -1.404, 2.310], [-2.645, -0.165, 0.536], [-2.123, 1.014, 0.008], [-2.246, 2.094, 0.530], [-1.432, 0.697, -1.266], [-0.002, -0.028, -0.946], [0.302, -1.246, -1.888], [1.738, -1.411, -1.729], [2.275, 0.016, -1.467], [3.070, 0.295, -0.121], [2.747, -0.445, 1.079], [4.032, 1.286, -0.129], [1.092, 0.836, -1.325], [-3.501, 0.200, 3.756], [-4.455, 0.684, 2.308], [-2.994, 1.555, 2.700], [-1.241, 1.608, -1.832], [-2.143, 0.097, -1.859], [0.069, -0.496, 0.175], [2.145, -1.815, -2.658], [1.912, -2.074, -0.880], [2.767, 0.385, -2.367], [3.053, 0.064, 1.901], [3.230, -1.339, 1.104], [3.714, 2.187, -0.261], [-1.070, -2.770, -2.337]],
  "mulliken_charge": [-0.9887, 0.6590, -0.5151, -0.2275, 0.5380, -0.5475, -0.5661, 0.5727, -0.7521, -0.6366, -0.2747, 0.4286, -0.4901, -0.5548, -0.5974, 0.3217, 0.3225, 0.3015, 0.2477, 0.1662, -0.2468, 0.3322, 0.3058, 0.3237, 0.2158, 0.2009, 0.3227, 2.1384],
  "orbital_gap_ev": 5.7482,
  "multiplicity": 1,
  "total_charge": 1
}